C33H40IrN4P2S as an isolated structure in a non-equilibrium geometry. Source: the Open Molecules 2025 dataset; level of theory: the ωB97M-V functional and the def2-TZVPD basis.

Cartesian coordinates (Å):
Ir: 0.65 -0.06 -0.27
C: 0.97 3.87 0.10
C: -0.35 3.68 -0.02
C: -1.13 3.78 -1.30
C: -0.38 3.12 -2.52
C: 0.33 1.83 -2.22
C: 1.55 1.64 -1.63
C: 2.55 2.76 -1.59
C: 2.03 4.09 -0.91
C: 1.36 -1.87 -1.06
H: 1.36 4.01 1.11
H: -0.99 3.77 0.87
H: -1.32 4.84 -1.58
H: -2.14 3.35 -1.17
H: -1.15 2.90 -3.30
H: 0.30 3.85 -3.00
H: -0.09 1.01 -2.79
H: 2.01 0.63 -1.59
H: 2.84 3.06 -2.62
H: 3.49 2.48 -1.09
H: 2.91 4.54 -0.38
H: 1.77 4.84 -1.70
H: 2.45 -1.65 -1.12
H: 0.98 -2.22 -2.05
H: 1.16 -2.70 -0.34
P: -1.37 -0.42 -1.28
P: -0.13 1.16 1.43
N: -1.18 -0.73 -3.32
N: -2.24 -1.91 -0.97
N: 1.58 1.86 2.09
N: -0.46 0.40 3.06
C: -2.47 0.76 -0.43
C: -1.95 1.27 0.94
C: 0.10 -0.91 -3.84
C: 0.07 -0.96 -5.24
C: -1.29 -0.77 -5.62
C: -2.02 -0.62 -4.42
C: -1.73 -3.13 -1.42
C: -2.77 -3.90 -1.88
C: -3.99 -3.18 -1.67
C: -3.66 -1.98 -1.09
C: 2.78 1.65 1.41
C: 3.77 2.50 1.92
C: 3.16 3.28 2.94
C: 1.82 2.86 3.03
C: 0.00 0.67 4.35
C: -0.71 -0.08 5.29
C: -1.63 -0.89 4.55
C: -1.45 -0.60 3.20
H: -3.46 0.31 -0.25
H: -2.67 1.57 -1.15
H: -2.27 2.29 1.11
H: -2.42 0.66 1.72
H: 1.00 -0.83 -3.24
H: 0.94 -1.07 -5.89
H: -1.68 -0.71 -6.63
H: -3.07 -0.37 -4.28
H: -0.68 -3.35 -1.28
H: -2.64 -4.84 -2.38
H: -4.98 -3.48 -1.98
H: -4.32 -1.21 -0.68
H: 2.86 0.88 0.66
H: 4.80 2.57 1.58
H: 3.62 4.01 3.59
H: 1.03 3.20 3.69
H: 0.80 1.36 4.51
H: -0.58 0.01 6.37
H: -2.36 -1.58 4.97
H: -2.01 -0.99 2.35
S: 1.79 -1.26 1.69
C: 1.34 -2.89 1.95
C: 0.00 -3.36 1.85
C: -0.27 -4.70 2.12
C: 0.74 -5.61 2.43
C: 2.07 -5.16 2.47
C: 2.37 -3.82 2.26
H: -0.79 -2.64 1.62
H: -1.31 -5.02 2.13
H: 0.50 -6.63 2.72
H: 2.88 -5.83 2.74
H: 3.39 -3.42 2.36

Values from the calculation:
HOMO energy (alpha / beta) = -12.4 / -12.8 eV
Total energy = -73056.72923 eV
Total charge = +2
Energy above the lowest of the compared OMol25 structures with the same formula, charge and spin = 5.1 kcal per mole
Spin multiplicity = 6
⟨S²⟩ = 8.79
Gap between HOMO and LUMO (alpha / beta) = 6.20 / 3.90 eV

***

An isolated molecule of C4H6O2 in a non-equilibrium geometry. Source: the Open Molecules 2025 dataset; level of theory: the ωB97M-V functional and the def2-TZVPD basis.

Cartesian coordinates (Å):
O: 0.80 -2.07 -0.07
C: 0.50 -0.89 -0.22
C: 0.94 0.37 0.48
C: -0.42 1.11 0.55
O: -1.21 0.65 -0.56
C: -0.76 -0.66 -0.92
H: 1.65 0.90 -0.16
H: 1.38 0.17 1.45
H: -0.94 0.84 1.48
H: -0.32 2.20 0.51
H: -0.81 -0.77 -2.00
H: -0.81 -1.85 -0.53

Values from the calculation:
HOMO energy = -9.7 eV
Total energy = -8337.41271 eV
SMILES = O=C1CCOC1
Energy above the lowest of the compared OMol25 structures with the same formula, charge and spin = 70.3 kcal per mole
Spin multiplicity = 1
Gap between HOMO and LUMO = 10.40 eV

***

A 2-piece molecular cluster, C10H19N3O3 overall in a non-equilibrium geometry. Source: the Open Molecules 2025 dataset; level of theory: the ωB97M-V functional and the def2-TZVPD basis.

Cartesian coordinates (Å):
N: 1.72 3.72 2.04
C: 1.03 3.49 1.19
C: 0.25 2.82 0.06
N: 0.53 1.41 0.00
C: -1.31 3.21 0.20
C: -1.67 4.07 -1.02
N: -1.72 4.94 -1.73
C: -2.23 1.96 0.14
C: -3.75 2.28 0.12
O: -4.22 2.91 1.31
H: 0.63 3.26 -0.88
H: 0.24 0.92 0.84
H: 0.16 0.98 -0.84
H: -1.46 3.77 1.14
H: -2.01 1.42 -0.81
H: -2.01 1.25 0.97
H: -4.29 1.31 0.07
H: -4.03 2.85 -0.78
H: -3.59 3.58 1.60
C: 2.88 -1.65 0.39
O: 1.57 -1.67 -0.15
C: 1.50 -2.35 -1.39
C: 0.92 -3.75 -1.23
O: 1.80 -4.59 -0.49
C: 1.40 -4.76 0.86
H: 2.82 -1.31 1.43
H: 3.34 -2.64 0.38
H: 3.51 -0.95 -0.17
H: 2.48 -2.39 -1.87
H: 0.83 -1.77 -2.04
H: 0.81 -4.19 -2.22
H: -0.06 -3.71 -0.76
H: 0.52 -5.42 0.90
H: 1.16 -3.80 1.33
H: 2.22 -5.22 1.40

Values from the calculation:
HOMO energy = -9.5 eV
Total energy = -21287.90732 eV
SMILES = N#C[C@@H](N)[C@@H](C#N)CCO.COCCOC
Energy above the lowest of the compared OMol25 structures with the same formula, charge and spin = 103.1 kcal per mole
Spin multiplicity = 1
Gap between HOMO and LUMO = 9.79 eV

***

A 2-piece molecular cluster, C3H9NO2S overall in a non-equilibrium geometry. Source: the Open Molecules 2025 dataset; level of theory: the ωB97M-V functional and the def2-TZVPD basis.

Cartesian coordinates (Å):
C: -0.32 -0.53 0.65
C: -0.45 -2.04 0.33
S: -2.14 -2.66 0.07
N: 1.06 -0.04 0.63
C: 1.19 1.51 0.82
O: 1.82 2.01 -0.26
H: -1.06 -0.07 -0.04
H: -0.57 -0.39 1.72
H: 0.15 -2.54 1.11
H: 0.26 -2.21 -0.51
H: 1.50 -0.09 -0.28
H: 1.74 1.51 1.78
H: 0.17 1.86 1.11
H: 0.75 2.67 -1.59
H: 1.64 3.77 -1.66
O: 0.76 3.59 -1.98

Values from the calculation:
HOMO energy = 0.3 eV
Total energy = -19675.26353 eV
Total charge = -2
Energy above the lowest of the compared OMol25 structures with the same formula, charge and spin = 18.5 kcal per mole
Spin multiplicity = 1
Gap between HOMO and LUMO = 5.82 eV

***

An isolated molecule of C7H9NO3S in a non-equilibrium geometry. Source: the Open Molecules 2025 dataset; level of theory: the ωB97M-V functional and the def2-TZVPD basis.

Cartesian coordinates (Å):
C: 0.24 0.48 0.03
C: -0.20 -1.14 -0.13
C: 2.00 -0.85 -0.09
C: -0.63 1.60 0.03
C: -1.45 -1.92 -0.10
C: 3.37 -1.32 0.08
C: -2.82 2.19 0.04
N: 1.58 0.40 0.06
O: -0.29 2.71 -0.32
O: 0.92 -1.73 -0.19
O: -1.93 1.15 0.22
S: 2.67 1.70 0.02
H: -2.20 -1.54 0.81
H: -2.05 -1.74 -1.01
H: -1.33 -3.08 0.01
H: 3.49 -2.14 0.84
H: 3.74 -1.79 -0.75
H: 3.92 -0.50 0.42
H: -2.98 2.75 0.93
H: -3.71 1.82 -0.32
H: -2.34 2.95 -0.57

Values from the calculation:
HOMO energy = -7.6 eV
Total energy = -25868.84930 eV
SMILES = COC(=O)c1c(C)oc(C)[n+]1[S-]
Energy above the lowest of the compared OMol25 structures with the same formula, charge and spin = 83.7 kcal per mole
Spin multiplicity = 1
Gap between HOMO and LUMO = 7.50 eV

***

C29H46IrN5O3S2Sb as an isolated structure in a non-equilibrium geometry. Source: the Open Molecules 2025 dataset; level of theory: the ωB97M-V functional and the def2-TZVPD basis.

Cartesian coordinates (Å):
Ir: -0.86 1.25 -0.04
C: 3.37 -3.67 0.92
C: 3.81 -2.32 0.37
N: 4.37 -1.41 1.36
C: 5.83 -1.23 1.52
C: 6.67 -2.36 0.96
C: 3.60 -0.71 2.21
O: 4.00 0.05 3.08
C: 2.09 -0.82 2.13
C: 1.39 -1.49 3.14
C: 0.01 -1.44 3.14
C: -0.65 -0.68 2.18
N: 0.03 -0.01 1.25
C: 1.38 -0.09 1.22
H: 3.00 -4.31 0.12
H: 2.58 -3.56 1.66
H: 4.20 -4.18 1.40
H: 2.97 -1.83 -0.14
H: 4.57 -2.47 -0.40
H: 6.01 -1.13 2.59
H: 6.11 -0.28 1.07
H: 6.35 -3.34 1.33
H: 7.70 -2.21 1.28
H: 6.68 -2.39 -0.13
H: 1.93 -2.04 3.90
H: -0.58 -1.95 3.88
H: -1.72 -0.59 2.17
H: 1.88 0.48 0.45
O: -3.52 0.28 2.48
S: -3.58 1.65 2.06
O: -4.64 2.06 1.21
N: -2.12 2.02 1.30
C: -1.37 2.89 1.98
S: 0.18 3.00 1.20
C: -2.00 3.43 3.16
C: -1.55 4.40 4.05
C: -2.39 4.75 5.10
C: -3.63 4.15 5.26
C: -4.09 3.17 4.38
C: -3.26 2.82 3.35
H: -0.59 4.87 3.92
H: -2.07 5.50 5.81
H: -4.26 4.44 6.09
H: -5.06 2.71 4.51
C: 1.54 0.31 -3.89
C: 1.00 0.08 -2.47
N: 0.44 1.34 -1.92
C: 1.58 2.28 -1.70
C: 2.47 2.37 -2.95
N: 1.68 1.79 -4.09
C: 0.33 2.45 -4.14
C: -0.47 1.98 -2.91
H: 0.87 -0.06 -4.67
H: 2.53 -0.13 -4.05
H: 1.79 -0.26 -1.79
H: 0.24 -0.68 -2.48
H: 2.17 1.94 -0.85
H: 1.17 3.26 -1.45
H: 3.39 1.79 -2.87
H: 2.73 3.40 -3.21
H: 2.17 1.97 -4.97
H: -0.15 2.17 -5.07
H: 0.50 3.53 -4.15
H: -1.22 1.25 -3.20
H: -0.97 2.83 -2.45
C: -0.58 -2.65 -0.78
C: -2.03 -2.41 -0.38
Sb: -2.78 -0.50 -1.02
C: -2.45 -0.84 -3.13
C: -2.86 -2.24 -3.58
C: -4.92 -0.65 -0.80
C: -5.31 -2.02 -0.26
H: -0.19 -3.56 -0.31
H: 0.09 -1.84 -0.50
H: -0.48 -2.80 -1.86
H: -2.17 -2.47 0.70
H: -2.67 -3.17 -0.82
H: -1.40 -0.66 -3.34
H: -3.03 -0.10 -3.67
H: -2.23 -3.01 -3.17
H: -2.82 -2.32 -4.67
H: -3.89 -2.46 -3.29
H: -5.29 -0.46 -1.80
H: -5.24 0.16 -0.15
H: -5.04 -2.83 -0.93
H: -6.39 -2.04 -0.14
H: -4.87 -2.21 0.72

Values from the calculation:
HOMO energy = -16.0 eV
Total energy = -75433.49058 eV
Total charge = +3
Energy above the lowest of the compared OMol25 structures with the same formula, charge and spin = 0.0 kcal per mole
Spin multiplicity = 1
Gap between HOMO and LUMO = 6.07 eV

***

What is the formula in the fifth record?
C7H9NO3S